Formula: ClH12O6
Source: OMol25
Level of theory: ωB97M-V with the def2-TZVPD basis set

```
! RIJCOSX wB97M-V def2-TZVPD def2/J DEFGRID3
* xyz -1 1
Cl 0.6996 0.0417 -0.4117
O 2.5932 1.4256 2.2887
H 2.7897 0.5821 2.6862
H 2.2976 1.2645 1.4116
O -0.6367 -2.9723 -0.5631
H -0.1749 -2.1720 -0.8062
H -1.5173 -2.8004 -0.1081
O 0.5310 -1.5707 2.2948
H 0.0177 -2.3539 2.2257
H 0.5104 -1.0585 1.4525
O 0.7672 3.1087 -0.5532
H 0.8397 3.4909 -1.4378
H 0.7947 2.1475 -0.6991
O -1.2885 0.5794 -2.8243
H -0.6845 0.1596 -2.1093
H -0.7131 1.2765 -3.0352
O -2.5206 -0.4210 -0.2304
H -1.6123 -0.2309 -0.2650
H -2.6926 -0.4968 0.6839
*
```

For the energy above the lowest of the compared OMol25 structures with the same formula, charge and spin, the calculation gives 0.6419 eV. Its HOMO-LUMO gap is 10.15 eV.


Formula: C4H6N4O2
Source: OMol25
Level of theory: ωB97M-V with the def2-TZVPD basis set

```
! RIJCOSX wB97M-V def2-TZVPD def2/J DEFGRID3
* xyz 0 1
C -1.0217 1.5843 0.8486
C -1.3155 -0.2161 -0.2509
C 0.8313 0.4296 0.1484
C 0.5000 -1.5376 -1.1876
N 0.2718 1.3290 0.9516
N -2.2216 -0.9609 -0.5102
N 0.0015 -0.4213 -0.4401
N 2.2764 0.1535 0.2648
O -3.4169 -1.0826 -0.5420
O -1.5829 2.3190 1.7296
H -0.4049 -2.1632 -1.3376
H 0.6683 -1.1916 -2.1843
H 1.2916 -1.9842 -0.7375
H 2.5971 0.5855 1.1615
H 2.6116 0.6602 -0.4602
H -1.0860 2.4966 2.5458
*
```

For the energy above the lowest of the compared OMol25 structures with the same formula, charge and spin, the calculation gives 8.1988 eV. Its HOMO-LUMO gap (spin up / spin down) is 7.06 / 7.05 eV.


Formula: C32H39ErN8P
Source: OMol25
Level of theory: ωB97M-V with the def2-TZVPD basis set

```
! RIJCOSX wB97M-V def2-TZVPD def2/J DEFGRID3
* xyz 3 4
Er 0.3786 0.0919 0.0413
C 0.3295 -5.6598 0.4343
N -0.2002 -4.3231 0.5165
C -1.3884 -3.9921 1.0704
C -1.5048 -2.6331 0.9806
N -0.3928 -2.1227 0.3744
C 0.3917 -3.1835 0.0995
P 1.9962 -3.2238 -0.8203
C 2.9422 -1.9463 0.1224
N 2.6291 -0.6488 0.2925
C 3.6983 -0.0954 0.9397
C 4.6488 -1.0557 1.1603
N 4.1639 -2.2045 0.6332
C 4.8438 -3.4729 0.6026
C 1.4711 -2.1059 -2.1820
N 0.7924 -0.9477 -2.0894
C 0.5958 -0.5392 -3.3776
C 1.1585 -1.4444 -4.2369
N 1.7039 -2.4183 -3.4738
C 2.3972 -3.5854 -3.9515
H -0.3692 -6.3467 0.9070
H 0.4675 -5.9694 -0.6020
H 1.2855 -5.7291 0.9544
H -2.0632 -4.7111 1.4838
H -2.3104 -2.0089 1.3195
H 3.7220 0.9475 1.1995
H 5.6065 -1.0006 1.6403
H 5.7067 -3.4402 1.2637
H 4.1750 -4.2676 0.9339
H 5.2003 -3.7061 -0.4040
H 0.0671 0.3655 -3.6164
H 1.1868 -1.4448 -5.3077
H 2.4378 -3.5713 -5.0384
H 3.4171 -3.6143 -3.5669
H 1.8754 -4.4882 -3.6349
C 2.8283 3.8421 -0.8784
C 1.6785 3.6664 -1.8218
C 1.7146 4.1742 -3.1130
C 0.6733 3.9466 -3.9962
C -0.4164 3.1795 -3.6107
C -0.4942 2.6539 -2.3278
C -1.7134 1.8888 -1.8691
C 0.5549 2.9245 -1.4348
N 0.4253 2.3993 -0.1171
C 0.1711 3.1604 0.8957
C 0.0212 4.6354 0.8364
C -0.0744 2.4566 2.1874
C -0.0179 3.2302 3.4525
N -0.3273 1.1844 2.1049
C -0.7983 0.5218 3.2739
C -2.0426 0.8694 3.8276
C -2.9689 1.8436 3.1657
C -2.4292 0.2543 5.0133
C -1.6328 -0.6951 5.6239
C -0.4372 -1.0722 5.0304
C -0.0067 -0.4786 3.8565
C 1.3195 -0.8610 3.2545
H 3.6040 4.4463 -1.3342
H 3.2524 2.8687 -0.6276
H 2.5341 4.3278 0.0473
H 2.5661 4.7614 -3.4213
H 0.7113 4.3646 -4.9891
H -1.2235 3.0055 -4.3056
H -2.3666 1.7018 -2.7199
H -2.2866 2.4806 -1.1497
H -1.4634 0.8971 -1.4021
H 0.1799 5.0091 -0.1742
H 0.7197 5.1281 1.5130
H -0.9799 4.9311 1.1587
H 0.8664 3.8663 3.4709
H 0.0119 2.5660 4.3143
H -0.8806 3.8870 3.5681
H -2.7364 2.0020 2.1131
H -2.9394 2.8076 3.6731
H -3.9921 1.4821 3.2340
H -3.3681 0.5396 5.4612
H -1.9324 -1.1347 6.5618
H 0.1901 -1.8159 5.4944
H 1.8409 -1.5294 3.9366
H 1.9565 0.0150 3.0933
H 1.1673 -1.4067 2.3075
*
```

Its HOMO-LUMO gap (spin up / spin down) is 7.00 / 7.03 eV.